Entry from the OMol25 dataset: a molecular structure, C25H32N2P2Ti (ωB97M-V/def2-TZVPD).

**E_LUMO (alpha / beta)**: -0.111 / -0.114 hartree
**Relative energy (zero: lowest compared OMol25 entry of this formula, charge and spin)**: 0.9290 eV
**M**: 470.4 g/mol
**Frontier orbital gap (alpha / beta)**: 7.18 / 7.14 eV
**DFT total energy**: -71109.8882 eV
**Highest occupied orbital energy (alpha / beta)**: -10.202 / -10.245 eV

```
! wB97M-V def2-TZVPD RIJCOSX def2/J DEFGRID3
* xyz 1 2
C -1.14189 1.02384 -4.19015
C -0.38911 1.27937 -3.05481
C -0.93649 2.14777 -2.04328
C -2.27007 2.69258 -2.20243
C -2.99811 2.40016 -3.39869
C -2.43837 1.59330 -4.36859
C -2.77959 3.47189 -1.14783
C -2.01971 3.67965 0.01778
C -0.69104 3.10282 0.05694
C 0.12545 3.25205 1.23504
C -0.38535 3.95891 2.31222
C -1.68668 4.54343 2.26967
C -2.48922 4.41049 1.15449
H -0.74050 0.36218 -4.96600
H -4.00432 2.81485 -3.52417
H -2.99641 1.36808 -5.28352
H -3.78374 3.90464 -1.22735
H 0.21956 4.07169 3.21913
H -2.04920 5.09682 3.14217
H -3.49365 4.84708 1.12890
N -0.18087 2.39221 -0.96119
Ti -0.14915 -0.80316 0.52426
C 0.93444 0.62683 -2.77978
H 1.59947 1.32463 -2.24594
H 1.41457 0.29029 -3.71551
C 1.45599 2.56475 1.24683
H 1.92514 2.63807 0.25228
H 2.12767 2.99867 2.00843
P 0.76726 -0.89217 -1.67192
P 1.31906 0.71093 1.60954
C 1.04511 0.79383 3.44403
H 1.09284 -0.22660 3.85942
H 1.78980 1.43463 3.94986
H 0.03191 1.18758 3.62903
C 3.13816 0.30593 1.56341
H 3.72437 0.96033 2.23332
H 3.28590 -0.74503 1.86533
H 3.50852 0.42509 0.53119
C -0.15861 -2.02143 -2.80649
H 0.29859 -2.06517 -3.81167
H -0.17606 -3.02669 -2.35561
H -1.19802 -1.66373 -2.88018
C 2.49060 -1.57561 -1.83243
H 2.54878 -2.53829 -1.29642
H 2.76889 -1.73383 -2.88961
H 3.20652 -0.87742 -1.36903
H -1.12100 0.30857 0.03651
H -1.16217 -1.91293 -0.15264
N 1.15104 -2.15114 1.40469
C 0.46336 -3.38471 1.59362
C -0.43228 -3.49253 2.67115
C -1.12711 -4.68163 2.90320
C -0.93299 -5.77926 2.06272
C -0.04761 -5.68741 0.98497
C 0.64708 -4.49649 0.74395
H 1.50790 -1.77178 2.28535
H 1.83458 -2.36780 0.67764
H -0.59085 -2.64839 3.33144
H -1.81451 -4.75114 3.73653
H -1.46944 -6.70093 2.24742
H 0.10182 -6.54120 0.33715
H 1.32971 -4.44748 -0.09437
*
```